Computed, not measured: a structure of composition C27H18BrMoN4O4S2, with the ωB97M-V functional and the def2-TZVPD basis.

The geometry in XYZ format:
```
57
Properties=species:S:1:pos:R:3:forces:R:3
Mo 0.782 0.672 0.058 -0.325 0.061 0.064
O -0.389 2.236 -0.133 -0.291 0.346 -0.200
N -1.725 2.245 -0.216 -0.071 0.017 -0.023
C -2.319 3.436 -0.456 0.068 0.021 -0.012
C -3.680 3.494 -0.535 -0.028 -0.036 0.008
C -4.418 2.316 -0.359 0.038 -0.007 0.002
C -3.778 1.125 -0.111 -0.058 0.000 -0.012
C -2.383 1.085 -0.036 0.077 -0.027 -0.007
S -1.429 -0.318 0.271 0.293 0.192 0.126
H -1.638 4.268 -0.573 -0.017 0.008 0.003
H -4.160 4.440 -0.732 0.008 0.003 0.001
H -5.497 2.344 -0.418 -0.004 -0.005 0.001
H -4.326 0.205 0.030 -0.003 0.002 0.003
Br 1.908 -5.372 6.208 0.015 -0.009 -0.034
C 2.670 -5.708 4.512 -0.026 -0.016 0.037
C 3.499 -4.758 3.938 0.029 0.022 -0.027
C 4.038 -4.988 2.683 -0.027 -0.056 0.010
C 3.752 -6.177 2.016 -0.064 0.134 0.237
C 2.980 -7.154 2.635 0.040 0.008 -0.097
C 2.412 -6.911 3.873 -0.021 -0.004 0.035
N 4.302 -6.520 0.743 0.082 0.082 -0.334
N 4.300 -5.731 -0.211 0.127 -0.358 0.146
C 3.658 -4.463 -0.157 -0.143 0.216 0.024
C 4.409 -3.334 -0.370 0.029 -0.207 0.048
C 3.809 -2.070 -0.359 -0.115 0.229 -0.051
C 2.458 -1.962 -0.175 0.179 -0.330 -0.196
O 1.858 -0.746 -0.142 0.427 -0.120 0.090
C 1.633 -3.106 -0.024 -0.024 -0.034 0.049
N 0.302 -2.917 0.130 -0.087 0.008 0.021
C -0.453 -3.981 0.241 0.036 0.067 0.000
C 0.041 -5.300 0.187 0.023 -0.058 -0.011
C 1.384 -5.499 0.051 -0.056 -0.015 0.010
C 2.241 -4.380 -0.036 0.003 0.134 -0.032
H 3.726 -3.846 4.472 0.003 0.005 -0.005
H 4.698 -4.256 2.243 0.019 0.018 -0.011
H 2.827 -8.099 2.131 -0.006 -0.007 0.003
H 1.792 -7.657 4.349 -0.003 -0.004 -0.005
H 5.476 -3.431 -0.518 -0.001 0.008 0.002
H 4.402 -1.175 -0.499 0.005 -0.011 0.007
H -1.516 -3.808 0.370 -0.004 0.000 -0.006
H -0.646 -6.132 0.249 0.004 -0.008 0.010
H 1.791 -6.499 -0.008 -0.006 -0.002 0.006
O -0.311 8.560 0.934 -0.014 0.025 0.039
C -0.295 7.658 -0.062 -0.014 -0.068 -0.053
O -0.842 7.882 -1.104 -0.019 0.007 0.016
C 0.412 6.360 0.199 0.076 -0.005 -0.002
C 0.986 5.706 -0.890 -0.023 0.027 0.040
C 1.610 4.483 -0.719 -0.046 -0.016 -0.035
C 1.629 3.892 0.540 0.046 -0.089 0.045
S 2.327 2.279 0.794 -0.149 -0.219 0.096
C 1.069 4.540 1.632 -0.023 0.040 0.027
C 0.468 5.778 1.461 -0.049 -0.009 -0.016
H 0.268 8.297 1.660 0.009 -0.004 -0.038
H 0.926 6.168 -1.866 0.015 0.008 -0.003
H 2.054 3.972 -1.563 0.023 0.011 0.001
H 1.081 4.069 2.605 0.022 0.008 0.002
H 0.000 6.255 2.315 0.020 0.020 0.000
```
Forces are in eV/Å.

## Properties
**Largest force on an atom**: 0.0096 hartree/bohr
**HOMO-LUMO gap (spin up / spin down)**: 0.220 / 0.223 Ha
**Total charge**: +1
**Spin multiplicity**: 3
**E_tot**: -136002.421 eV
**Lowest unoccupied orbital energy (spin up / spin down)**: -4.76 / -4.69 eV
**<S²>**: 2.033
**HOMO level (spin up / spin down)**: -0.3949 / -0.3953 Eh

Computed, not measured: a structure of composition C27H18F5IrN5S3, with the ωB97M-V functional and the def2-TZVPD basis.

The geometry in XYZ format:
```
59
Properties=species:S:1:pos:R:3:forces:R:3
Ir 0.121 0.154 2.063 -0.414 1.465 -0.660
S -0.046 -0.435 4.642 -0.340 -0.550 -0.335
C -0.990 -1.642 3.928 0.226 0.211 1.507
N -1.040 -1.727 2.602 0.075 0.146 -0.681
C -1.817 -2.753 2.184 0.136 0.090 0.199
C -2.056 -3.141 0.862 -0.211 -0.280 -0.525
C -2.889 -4.205 0.622 0.420 0.544 -0.216
C -3.483 -4.912 1.680 -0.063 -0.058 0.467
C -3.244 -4.569 2.993 -0.076 -0.065 0.106
C -2.410 -3.489 3.254 0.036 0.009 0.272
S -1.924 -2.849 4.783 0.150 0.252 -0.570
H -1.573 -2.615 0.057 0.060 0.061 -0.150
H -3.093 -4.512 -0.392 0.028 -0.014 -0.093
H -4.132 -5.744 1.458 -0.081 -0.107 -0.004
H -3.691 -5.125 3.801 -0.075 -0.081 0.092
F -2.855 0.747 2.936 -0.119 0.346 -0.039
C -2.394 1.931 2.477 -0.274 -0.183 0.075
C -1.087 1.966 1.997 0.443 -0.873 0.216
C -0.662 3.199 1.513 0.299 0.164 -0.163
F 0.593 3.275 1.016 -0.322 0.184 0.136
C -1.463 4.336 1.509 0.487 -0.109 -0.172
F -0.994 5.485 1.038 -0.168 -0.252 0.122
C -2.769 4.258 2.004 -0.083 0.027 0.063
F -3.548 5.325 2.017 0.415 -0.543 -0.037
C -3.239 3.034 2.488 0.019 -0.395 0.114
F -4.476 2.926 2.955 0.227 0.089 -0.097
S -0.567 2.001 -4.408 0.232 -0.241 0.122
C -0.255 1.290 -2.793 -0.099 0.236 -0.505
C -1.265 0.606 -2.131 0.196 -0.154 0.330
C -0.987 0.067 -0.890 -0.349 -0.073 -0.327
N 0.209 0.163 -0.305 0.000 -0.117 0.660
C 1.181 0.798 -0.958 0.327 0.123 -0.283
C 0.994 1.386 -2.196 -0.077 -0.267 0.262
C 0.002 0.563 -5.337 -0.225 0.240 0.160
C 1.338 0.420 -5.680 0.095 -0.116 -0.146
C 1.692 -0.702 -6.424 -0.161 0.737 0.514
N 0.798 -1.590 -6.780 0.606 -1.479 -0.948
C -0.465 -1.477 -6.458 -0.469 0.655 0.515
C -0.927 -0.392 -5.717 0.088 -0.195 -0.169
H -2.238 0.474 -2.576 -0.104 0.065 -0.037
H -1.748 -0.478 -0.350 -0.118 0.072 0.110
H 2.153 0.816 -0.490 0.030 0.062 0.126
H 1.816 1.883 -2.687 0.031 0.088 -0.060
H 2.083 1.149 -5.404 0.017 0.182 0.047
H 2.711 -0.881 -6.735 0.129 0.054 -0.018
H -1.130 -2.261 -6.790 -0.116 -0.047 -0.039
H -1.972 -0.304 -5.467 -0.109 0.116 0.039
C 5.570 1.717 1.883 0.716 0.761 -0.082
N 4.429 0.848 1.994 -0.746 -0.265 0.045
C 4.466 -0.507 2.107 -0.363 -0.558 0.039
C 3.172 -0.936 2.164 0.510 -0.285 -0.001
N 2.352 0.151 2.087 -0.662 0.319 -0.038
C 3.143 1.212 1.989 -0.178 0.278 -0.010
H 6.480 1.125 1.939 -0.084 -0.009 0.002
H 5.581 2.448 2.690 -0.032 -0.087 0.032
H 5.558 2.254 0.935 -0.025 -0.110 0.022
H 5.385 -1.053 2.138 0.218 -0.119 0.008
H 2.797 -1.935 2.252 -0.042 -0.200 0.019
H 2.805 2.226 1.911 -0.029 0.258 -0.017
```
Forces are in eV/Å.

## Properties
**Largest force on an atom**: 0.0361 hartree/bohr
**HOMO-LUMO gap (spin up / spin down)**: 0.275 / 0.139 Ha
**Total charge**: +2
**Spin multiplicity**: 6
**E_tot**: -84654.265 eV
**Lowest unoccupied orbital energy (spin up / spin down)**: -5.96 / -9.65 eV
**<S²>**: 8.801
**HOMO level (spin up / spin down)**: -0.4939 / -0.4939 Eh

Computed, not measured: a structure of composition C27H19Cl2F6N3O5PS2W, with the ωB97M-V functional and the def2-TZVPD basis.

The geometry in XYZ format:
```
66
Properties=species:S:1:pos:R:3:forces:R:3
W 0.112 1.125 -0.091 -0.043 -0.968 0.116
F 4.550 1.538 -2.846 0.002 0.015 -0.016
C 4.353 1.425 -1.565 -0.044 0.016 0.021
F 5.099 2.226 -0.864 -0.001 0.001 0.019
F 4.473 0.173 -1.163 0.037 0.012 -0.031
S 2.547 1.885 -1.251 -0.091 0.063 -0.027
O 1.625 1.069 -2.058 0.033 0.059 0.052
O 2.164 1.494 0.168 0.243 0.357 0.082
N 2.520 3.409 -1.455 0.181 -0.048 -0.024
S 1.156 4.129 -1.061 -0.163 -0.134 -0.125
O 0.130 3.016 -0.871 0.154 0.261 0.428
O 0.763 5.163 -1.923 -0.013 -0.029 -0.057
C 1.402 4.817 0.678 0.014 0.060 0.016
F 1.057 3.865 1.542 0.015 -0.033 0.017
F 2.662 5.133 0.826 -0.008 0.012 -0.016
F 0.615 5.849 0.800 -0.003 0.014 -0.017
O -2.266 2.762 -0.727 -0.026 -0.139 -0.032
N -1.981 1.406 -0.749 -0.283 0.158 0.074
C -3.002 0.629 -0.858 0.073 0.008 -0.005
C -3.113 -0.821 -0.775 0.035 0.060 0.003
C -4.408 -1.336 -0.776 -0.032 0.024 0.011
C -4.628 -2.703 -0.649 0.049 -0.009 0.000
C -3.555 -3.574 -0.537 -0.009 0.036 -0.006
C -2.253 -3.080 -0.569 -0.063 -0.030 0.012
C -2.037 -1.714 -0.667 0.110 -0.078 0.053
P -0.400 -1.100 -0.945 -0.367 0.007 -0.191
C 0.777 -1.344 0.363 0.101 0.180 -0.165
C 2.160 -1.375 0.059 0.129 -0.161 0.153
C 3.073 -1.691 1.044 -0.027 0.003 -0.164
C 2.620 -2.022 2.316 -0.089 -0.048 0.060
C 1.252 -2.036 2.624 -0.020 -0.045 0.041
C 0.332 -1.697 1.667 0.060 -0.048 0.100
C 0.186 -1.551 -2.556 0.036 0.027 0.052
C -0.366 -0.887 -3.656 0.036 0.003 0.026
C -0.032 -1.306 -4.930 0.010 -0.010 -0.034
C 0.835 -2.381 -5.103 -0.014 0.014 0.002
C 1.373 -3.044 -4.006 0.012 -0.003 0.018
C 1.054 -2.634 -2.721 -0.044 -0.018 -0.040
H -3.231 2.879 -0.723 -0.020 0.021 -0.010
H -3.964 1.126 -0.981 0.003 0.006 -0.026
H -5.255 -0.666 -0.869 -0.001 -0.007 -0.002
H -5.640 -3.084 -0.646 0.000 -0.001 0.001
H -3.725 -4.638 -0.444 -0.001 0.000 0.000
H -1.417 -3.769 -0.527 -0.009 -0.003 0.007
H 2.488 -1.175 -0.951 -0.006 0.049 0.000
H 4.131 -1.710 0.820 -0.004 -0.011 0.007
H 3.337 -2.297 3.080 0.000 0.015 0.012
H 0.924 -2.328 3.613 0.011 0.002 -0.001
H -0.730 -1.725 1.886 0.003 0.031 -0.001
H -1.041 -0.049 -3.522 -0.003 -0.002 -0.016
H -0.445 -0.800 -5.792 -0.001 0.003 0.001
H 1.090 -2.708 -6.102 0.000 0.001 -0.001
H 2.034 -3.888 -4.151 0.002 0.003 -0.004
H 1.457 -3.169 -1.871 -0.004 -0.007 -0.008
Cl -3.311 0.681 2.335 0.083 0.017 -0.040
C -1.985 0.934 3.407 -0.178 0.005 -0.022
C -2.221 0.972 4.764 -0.014 0.006 0.006
C -1.154 1.147 5.637 -0.010 -0.013 0.000
C 0.145 1.269 5.166 0.027 0.043 -0.059
C 0.381 1.240 3.806 0.141 -0.098 0.076
Cl 1.996 1.347 3.227 -0.034 0.061 0.006
C -0.684 1.082 2.896 0.075 0.035 -0.096
N -0.436 1.076 1.544 -0.039 0.243 -0.242
H -3.231 0.866 5.134 0.001 0.001 0.000
H -1.339 1.180 6.703 -0.005 0.003 0.000
H 0.977 1.391 5.846 -0.007 0.007 0.005
```
Forces are in eV/Å.

## Properties
**Largest force on an atom**: 0.0190 hartree/bohr
**HOMO-LUMO gap**: 0.230 Ha
**Total charge**: +3
**E_tot**: -117120.255 eV
**Lowest unoccupied orbital energy**: -11.11 eV
**HOMO level**: -0.6380 Eh

Computed, not measured: a structure of composition C27H19N3PS2SeV, with the ωB97M-V functional and the def2-TZVPD basis.

The geometry in XYZ format:
```
54
Properties=species:S:1:pos:R:3:forces:R:3
V 0.184 -0.895 0.331 0.352 0.231 -0.256
S 2.377 -0.804 0.087 -0.048 0.032 -0.048
C 1.787 0.518 -0.889 -0.027 -0.120 0.124
C 2.496 1.761 -0.778 0.009 0.011 0.022
N 3.100 2.732 -0.676 0.009 0.028 0.006
C 0.623 0.467 -1.630 -0.094 -0.140 0.043
S -0.376 -0.965 -1.771 0.047 0.058 -0.088
C 0.096 1.679 -2.190 -0.008 0.030 0.001
N -0.373 2.641 -2.606 -0.032 0.011 -0.021
C -1.561 -0.219 6.086 -0.003 0.001 0.010
C -0.428 -0.591 5.379 -0.020 0.011 0.006
C -0.363 -0.364 4.012 0.088 -0.044 0.033
C -1.433 0.230 3.351 -0.083 0.074 0.073
C -2.566 0.617 4.070 0.023 0.005 0.001
C -2.627 0.387 5.433 -0.006 0.007 -0.021
P -1.309 0.602 1.597 -0.033 -0.019 -0.032
C -0.958 2.356 1.407 -0.151 0.074 0.057
C 0.368 2.773 1.479 0.100 -0.028 -0.012
C 0.685 4.119 1.389 0.019 -0.027 0.000
C -0.327 5.053 1.240 -0.056 0.033 -0.005
C -1.656 4.647 1.193 0.039 -0.008 0.001
C -1.976 3.303 1.279 0.008 -0.028 -0.032
C -2.896 0.235 0.811 0.011 0.010 -0.031
C -3.211 0.823 -0.417 0.015 0.018 0.014
C -4.362 0.450 -1.088 -0.003 -0.019 0.031
C -5.200 -0.518 -0.547 0.003 0.024 -0.031
C -4.883 -1.115 0.664 -0.010 -0.005 -0.009
C -3.731 -0.747 1.341 -0.009 -0.037 0.059
H -1.615 -0.395 7.151 0.010 -0.008 0.010
H 0.406 -1.055 5.887 0.008 -0.004 0.011
H 0.538 -0.646 3.476 -0.037 0.011 -0.042
H -3.400 1.093 3.567 0.008 0.006 -0.010
H -3.508 0.684 5.987 0.002 -0.001 0.014
H 1.166 2.052 1.624 -0.008 -0.026 -0.017
H 1.720 4.430 1.426 0.007 0.009 -0.002
H -0.085 6.104 1.160 0.014 0.006 0.000
H -2.445 5.379 1.085 -0.002 0.015 0.001
H -3.013 2.999 1.241 -0.009 -0.036 -0.007
H -2.561 1.571 -0.855 0.014 0.025 0.020
H -4.604 0.916 -2.033 -0.010 0.002 -0.014
H -6.100 -0.806 -1.072 -0.008 -0.003 -0.003
H -5.535 -1.869 1.084 -0.002 -0.011 0.011
H -3.490 -1.221 2.285 0.011 0.003 -0.032
Se -0.280 -2.822 1.459 -0.094 -0.170 0.257
C -0.003 -4.021 -0.023 -0.102 -0.023 -0.194
C 1.223 -4.621 -0.250 -0.038 0.050 0.065
C 1.332 -5.473 -1.343 0.108 -0.018 0.005
N 0.334 -5.742 -2.176 -0.001 0.006 0.026
C -0.838 -5.165 -1.932 -0.121 0.030 -0.045
C -1.067 -4.296 -0.874 0.135 -0.035 0.047
H 2.075 -4.444 0.392 -0.005 0.001 0.003
H 2.278 -5.958 -1.554 -0.002 -0.003 -0.004
H -1.643 -5.402 -2.618 0.006 -0.010 -0.003
H -2.043 -3.854 -0.725 -0.022 0.001 0.009
```
Forces are in eV/Å.

## Properties
**Largest force on an atom**: 0.0096 hartree/bohr
**HOMO-LUMO gap (spin up / spin down)**: 0.255 / 0.281 Ha
**Total charge**: +1
**Spin multiplicity**: 2
**E_tot**: -154764.286 eV
**Lowest unoccupied orbital energy (spin up / spin down)**: -5.41 / -4.72 eV
**<S²>**: 0.829
**HOMO level (spin up / spin down)**: -0.4535 / -0.4545 Eh